No. 1
Below is 2 unconnected molecules or ions with the total composition C2H4OS in a non-equilibrium geometry, with properties calculated with the ωB97M-V functional and the def2-TZVPD basis.

CARTESIAN COORDINATES (ANGSTROEM)
C1 -1.81 -0.30 0.26
C2 -1.38 0.82 -0.18
O1 2.79 -0.65 -0.47
S1 1.62 0.17 0.39
H1 -2.80 -0.79 0.08
H2 -1.25 -0.93 0.96
H3 -0.53 1.49 -0.32
H4 3.35 0.18 -0.73

Calculated values
Charge   0
DFT total energy   -551.8380 Ha
Gap between HOMO and LUMO (alpha / beta)   9.449 / 6.880 eV
LUMO (alpha / beta)   -0.1 / -1.6 eV
ΔE to the lowest compared entry with this formula, charge and spin   5.189 eV

Taken from the Mulliken analysis, the atomic charges in e are: -0.3041, -0.4230, -0.4182, 0.0208, 0.2043, 0.2188, 0.3270, 0.3745



No. 2
Below is a molecular structure, C34H46N4NiO4SbSeSi3, with properties calculated with the ωB97M-V functional and the def2-TZVPD basis.

CARTESIAN COORDINATES (ANGSTROEM)
Ni1 -0.59 0.04 0.39
C1 -3.46 -1.88 1.23
Sb1 -3.73 0.22 0.89
C2 -1.83 0.97 1.51
C3 -1.79 2.43 1.25
C4 -0.69 3.21 1.65
C5 -0.66 4.56 1.35
C6 -1.72 5.12 0.65
C7 -2.75 4.29 0.28
N1 -2.80 2.99 0.57
Si1 -1.36 0.42 3.31
C8 0.30 1.06 3.98
C9 -1.84 -1.04 4.43
C10 -2.59 1.67 4.18
C11 -3.42 0.24 -1.37
C12 -2.32 1.18 -1.75
C13 -2.50 2.11 -2.78
C14 -1.52 3.03 -3.10
C15 -0.32 3.00 -2.41
C16 -0.16 2.02 -1.46
N2 -1.11 1.14 -1.13
Si2 -5.17 0.83 -1.87
C17 -6.54 -0.14 -1.02
C18 -5.64 0.68 -3.70
C19 -5.46 2.63 -1.40
Si3 -3.02 -1.43 -2.23
C20 -1.48 -2.31 -1.65
C21 -4.44 -2.67 -2.20
C22 -2.77 -1.09 -4.07
H1 -3.43 -2.04 2.31
H2 -2.56 -2.31 0.83
H3 -4.34 -2.40 0.85
H4 0.12 2.75 2.19
H5 0.18 5.16 1.66
H6 -1.74 6.17 0.39
H7 -3.60 4.67 -0.28
H8 1.14 1.02 3.28
H9 0.57 0.41 4.81
H10 0.21 2.08 4.35
H11 -1.05 -1.77 4.51
H12 -2.74 -1.58 4.12
H13 -2.04 -0.61 5.41
H14 -2.54 2.69 3.79
H15 -2.41 1.72 5.26
H16 -3.63 1.33 4.04
H17 -3.43 2.12 -3.32
H18 -1.70 3.76 -3.89
H19 0.48 3.70 -2.61
H20 0.77 1.92 -0.92
H21 -6.43 -1.22 -1.09
H22 -7.48 0.12 -1.53
H23 -6.64 0.13 0.03
H24 -5.81 -0.36 -3.99
H25 -4.94 1.11 -4.42
H26 -6.59 1.21 -3.83
H27 -5.24 2.78 -0.34
H28 -6.51 2.87 -1.58
H29 -4.85 3.33 -1.97
H30 -1.71 -3.14 -0.98
H31 -0.75 -1.70 -1.12
H32 -0.95 -2.73 -2.52
H33 -4.76 -2.94 -1.20
H34 -4.05 -3.58 -2.68
H35 -5.30 -2.34 -2.77
H36 -2.08 -0.26 -4.25
H37 -3.70 -0.86 -4.59
H38 -2.34 -1.98 -4.53
C23 3.27 -1.03 1.40
C24 2.20 -0.25 0.94
N3 1.64 -0.37 -0.24
C25 2.17 -1.27 -1.10
C26 3.18 -2.16 -0.70
C27 3.74 -2.01 0.58
C28 3.60 -3.21 -1.58
C29 3.07 -3.35 -2.81
C30 2.13 -2.39 -3.30
C31 1.65 -2.42 -4.62
C32 0.84 -1.41 -5.06
C33 0.53 -0.36 -4.18
N4 0.94 -0.33 -2.93
C34 1.71 -1.33 -2.47
H39 3.64 -0.90 2.40
H40 1.75 0.47 1.62
H41 4.50 -2.71 0.91
H42 4.33 -3.92 -1.21
H43 3.36 -4.17 -3.46
H44 1.93 -3.23 -5.27
H45 0.45 -1.40 -6.07
H46 -0.07 0.48 -4.51
O1 0.68 -2.93 0.62
Se1 0.19 -2.60 2.13
O2 1.40 -2.47 3.21
O3 -0.42 -0.96 2.00
O4 -1.05 -3.52 2.61

Calculated values
Charge   -1
DFT total energy   -6861.7527 Ha
Gap between HOMO and LUMO (alpha / beta)   6.885 / 7.135 eV
LUMO (alpha / beta)   2.3 / 2.2 eV
ΔE to the lowest compared entry with this formula, charge and spin   0.218 eV

Taken from the Mulliken analysis, the atomic charges in e are: -0.3787, -1.0886, 0.2568, 1.6459, -0.2390, -0.4627, -0.8166, -1.0048, -0.2373, 0.1309, 1.4981, -1.4005, -1.6884, -1.5475, 2.1965, -0.9007, -0.6768, -1.4326, -1.2060, -0.3647, 2.2274, 0.5623, -1.2920, -1.2896, -1.2031, -0.0317, 0.3847, -1.1331, -1.1349, 0.2030, -0.0041, 0.4585, 0.2839, 0.4167, 0.4112, 0.3342, 0.2329, 0.3954, 0.4076, 0.4622, 0.3570, 0.3752, 0.3589, 0.4065, 0.3007, 0.2143, 0.3956, 0.4813, 0.2642, 0.3869, 0.3846, 0.3188, 0.2964, 0.3786, 0.4260, 0.2301, 0.5703, 0.3373, 0.4840, -1.2104, 0.4961, 0.2757, 0.4382, 0.2844, 0.1399, 0.3465, 0.4348, -0.9838, -0.4407, 0.0000, -0.2523, 1.1326, -0.8175, -0.8279, -1.1475, 1.7252, -0.8442, -1.0208, -0.3660, 0.2112, -0.2113, 0.4292, 0.1303, 0.3647, 0.3879, 0.3680, 0.3822, 0.4370, 0.6994, -0.3528, 0.7723, -0.7062, -0.4831, -0.7321



No. 3
Below is a molecular structure, C23H33AuCl3GeN5O2PS4, with properties calculated with the ωB97M-V functional and the def2-TZVPD basis.

CARTESIAN COORDINATES (ANGSTROEM)
Au1 -0.26 -1.08 -0.45
O1 0.03 0.81 -1.30
C1 1.28 1.16 -1.82
C2 1.07 2.37 -2.70
C3 1.98 3.01 -3.61
C4 1.41 4.06 -4.25
C5 0.06 4.25 -3.85
S1 -0.48 3.10 -2.70
C6 2.19 1.64 -0.69
C7 1.82 1.73 0.62
C8 2.83 2.29 1.45
C9 3.94 2.64 0.75
S2 3.78 2.29 -0.91
C10 1.87 0.07 -2.70
C11 3.13 -0.46 -2.78
C12 3.24 -1.47 -3.78
C13 2.07 -1.69 -4.44
S3 0.82 -0.68 -3.85
H1 3.00 2.68 -3.76
H2 1.91 4.70 -4.97
H3 -0.61 5.01 -4.21
H4 0.85 1.41 0.98
H5 2.74 2.42 2.52
H6 4.86 3.08 1.12
H7 3.96 -0.14 -2.16
H8 4.15 -2.01 -3.99
H9 1.88 -2.38 -5.25
C14 -3.90 1.04 3.62
N1 -2.68 0.23 3.68
C15 -2.94 -1.18 4.01
P1 -1.33 0.55 2.80
O2 -1.17 -0.48 1.69
N2 -0.01 0.45 3.78
C16 0.41 1.50 4.71
C17 0.55 -0.87 4.09
N3 -1.49 2.09 2.26
C18 -1.89 2.36 0.88
C19 -1.58 3.27 3.13
H10 -4.43 0.96 4.57
H11 -4.59 0.70 2.83
H12 -3.68 2.09 3.44
H13 -3.53 -1.24 4.93
H14 -2.01 -1.73 4.17
H15 -3.49 -1.69 3.21
H16 0.58 2.45 4.20
H17 1.35 1.19 5.16
H18 -0.31 1.66 5.53
H19 0.18 -1.61 3.39
H20 0.29 -1.19 5.10
H21 1.64 -0.84 4.02
H22 -1.96 1.44 0.31
H23 -1.15 3.00 0.39
H24 -2.86 2.86 0.86
H25 -1.61 3.00 4.18
H26 -2.49 3.83 2.90
H27 -0.73 3.95 2.97
Cl1 2.49 -3.50 -1.15
Ge1 1.54 -2.43 0.43
Cl2 3.04 -1.31 1.38
Cl3 0.75 -3.88 1.75
C20 -2.66 -3.34 -4.10
N4 -1.54 -4.08 -3.48
C21 -0.81 -5.09 -4.08
C22 0.10 -5.51 -3.18
N5 -0.11 -4.76 -2.04
C23 -1.10 -3.88 -2.23
S4 -1.80 -2.77 -1.10
H28 -2.90 -3.81 -5.05
H29 -2.38 -2.30 -4.26
H30 -3.53 -3.37 -3.46
H31 -1.01 -5.43 -5.08
H32 0.85 -6.28 -3.24
H33 0.41 -4.85 -1.18

Calculated values
Charge   +2
DFT total energy   -6847.3462 Ha
Gap between HOMO and LUMO (alpha / beta)   4.822 / 4.402 eV
LUMO (alpha / beta)   -8.1 / -8.5 eV
Spin multiplicity   2
ΔE to the lowest compared entry with this formula, charge and spin   0.000 eV

Taken from the Mulliken analysis, the atomic charges in e are: 2.4914, -1.4884, 2.5208, -0.5340, -0.4646, -0.6315, -0.3996, 0.0600, -0.4944, -0.6578, -0.7283, -0.7494, 0.0524, -0.1671, -0.2194, -0.9387, -0.3648, -0.1218, 0.5189, 0.4788, 0.5135, 0.6840, 0.4493, 0.4907, 0.5059, 0.4751, 0.5321, -0.9125, 0.4229, -0.8494, -0.6346, -0.6632, 0.6455, -1.0317, -0.9559, 0.9273, -1.2023, -1.5697, 0.3501, 0.3052, 0.2762, 0.3524, 0.1886, 0.3107, 0.2780, 0.3963, 0.2649, 0.1324, 0.3360, 0.3236, 0.1246, 0.4374, 0.3107, 0.5544, 0.4614, 0.2200, -0.1876, 0.4732, -0.1712, -0.2442, -0.8503, 0.1669, -0.1522, -0.6060, 0.1230, -0.0432, -0.2484, 0.3276, 0.3135, 0.3697, 0.4518, 0.4508, 0.2143



No. 4
Below is 2 unconnected molecules or ions with the total composition C5H10O2, with properties calculated with the ωB97M-V functional and the def2-TZVPD basis.

CARTESIAN COORDINATES (ANGSTROEM)
O1 -1.91 -1.21 -1.10
C1 -0.84 -1.72 -0.85
C2 0.05 -1.35 0.31
C3 1.35 -0.72 -0.20
O2 2.06 -0.20 0.91
H1 -0.43 -2.51 -1.50
H2 -0.46 -0.67 1.00
H3 0.30 -2.27 0.85
H4 1.11 0.08 -0.92
H5 1.95 -1.48 -0.72
H6 2.83 0.26 0.58
C4 -0.44 2.15 0.57
C5 -1.57 1.77 -0.01
H7 0.23 1.45 1.08
H8 -0.12 3.19 0.55
H9 -2.20 2.50 -0.52
H10 -1.92 0.74 -0.03

Calculated values
Charge   0
DFT total energy   -346.9303 Ha
Gap between HOMO and LUMO   10.666 eV
LUMO   0.8 eV
ΔE to the lowest compared entry with this formula, charge and spin   2.590 eV
SMILES   O=CCCO.C=C

Taken from the Mulliken analysis, the atomic charges in e are: -0.4676, -0.0138, -0.4426, -0.6403, -0.5275, 0.3240, 0.2965, 0.3288, 0.3868, 0.4134, 0.3148, -0.4597, -0.3358, 0.2187, 0.2291, 0.2393, 0.1359



No. 5
Below is 2 unconnected molecules or ions with the total composition C9H17N2 in a non-equilibrium geometry, with properties calculated with the ωB97M-V functional and the def2-TZVPD basis.

CARTESIAN COORDINATES (ANGSTROEM)
C1 0.40 2.76 1.32
C2 0.72 1.65 0.98
C3 -2.28 -2.41 -0.01
C4 -2.01 -1.43 -0.89
C5 2.55 0.56 -0.38
C6 0.03 -0.56 2.42
C7 -0.32 1.38 -1.89
C8 -0.61 -0.91 -1.23
C9 1.16 0.43 0.48
N1 0.98 -0.61 1.30
N2 -0.48 0.47 -0.80
H1 0.30 3.81 1.44
H2 -3.27 -2.91 0.01
H3 -1.54 -2.90 0.49
H4 -2.80 -0.91 -1.40
H5 3.37 0.90 0.22
H6 2.42 1.29 -1.18
H7 2.71 -0.35 -0.88
H8 0.49 -1.10 3.30
H9 -0.09 0.58 2.69
H10 -0.97 -0.92 2.24
H11 0.51 1.95 -1.65
H12 -0.06 0.74 -2.73
H13 -1.14 2.06 -1.94
H14 -0.47 -1.22 -2.24
H15 0.07 -1.55 -0.63
H16 1.56 -1.50 1.22
H17 -1.23 0.68 -0.26

Calculated values
Charge   +1
DFT total energy   -462.2270 Ha
Gap between HOMO and LUMO   9.704 eV
LUMO   -3.5 eV
ΔE to the lowest compared entry with this formula, charge and spin   5.336 eV

Taken from the Mulliken analysis, the atomic charges in e are: 0.2077, -1.3446, -0.8850, -0.3557, -1.3534, -0.8601, -1.0415, -0.3869, 1.1224, -0.0438, -0.0657, 0.4867, 0.2726, 0.3553, 0.3807, 0.3995, 0.2860, 0.4614, 0.3628, 0.2402, 0.2887, 0.4065, 0.3273, 0.3228, 0.4258, 0.2500, 0.3709, 0.3694



No. 6
Below is a molecular structure, CH6N4O in a non-equilibrium geometry, with properties calculated with the ωB97M-V functional and the def2-TZVPD basis.

CARTESIAN COORDINATES (ANGSTROEM)
N1 1.08 1.29 -1.57
C1 -0.51 -1.73 -0.23
O1 0.41 0.48 -0.65
N2 0.06 -1.14 -1.16
H1 0.50 1.34 -2.41
H2 1.95 0.83 -1.81
H3 -0.82 -2.76 -0.34
H4 -0.73 -1.19 0.75
N3 -0.24 1.29 1.72
N4 -0.76 0.25 2.07
H5 -1.13 0.28 3.04
H6 0.18 1.06 0.58

Calculated values
Charge   0
DFT total energy   -335.7311 Ha
Gap between HOMO and LUMO   8.722 eV
LUMO   0.6 eV
ΔE to the lowest compared entry with this formula, charge and spin   7.224 eV

Taken from the Mulliken analysis, the atomic charges in e are: -0.4037, -0.1776, -0.3730, -0.2622, 0.2659, 0.2602, 0.3086, 0.4081, -0.6120, -0.1079, 0.1916, 0.5019



No. 7
Below is a molecular structure, C3H2CaO3 in a non-equilibrium geometry, with properties calculated with the ωB97M-V functional and the def2-TZVPD basis.

CARTESIAN COORDINATES (ANGSTROEM)
O1 0.09 0.58 1.75
C1 -0.74 1.58 1.36
C2 -1.21 1.90 0.26
O2 -0.27 -0.34 -0.23
C3 0.40 -0.32 0.82
O3 1.57 -0.83 0.93
Ca1 -0.57 -2.01 -1.88
H1 -1.77 2.47 -0.46
H2 2.00 -0.64 1.77

Calculated values
Charge   +1
DFT total energy   -1018.4739 Ha
Gap between HOMO and LUMO (alpha / beta)   6.117 / 9.851 eV
LUMO (alpha / beta)   -3.9 / -4.2 eV
Spin multiplicity   2
ΔE to the lowest compared entry with this formula, charge and spin   1.824 eV

Taken from the Mulliken analysis, the atomic charges in e are: -0.2994, -0.1926, -0.0616, -0.4937, 0.8593, -0.3673, 0.7929, 0.3807, 0.3817



No. 8
Below is 3 unconnected molecules or ions with the total composition C46H48BBrFNO11PSi in a non-equilibrium geometry, with properties calculated with the ωB97M-V functional and the def2-TZVPD basis.

CARTESIAN COORDINATES (ANGSTROEM)
C1 -1.48 -1.54 4.41
C2 -1.47 -1.80 3.22
P1 -1.39 -2.29 1.38
F1 -1.33 -2.73 -0.30
C3 0.03 -3.43 1.91
C4 -0.25 -4.98 1.86
C5 -0.20 -5.60 0.38
C6 1.04 -6.60 0.29
O1 0.94 -7.69 1.23
C7 -0.08 -0.96 0.86
C8 0.62 -0.25 2.07
O2 1.70 0.59 1.49
Si1 2.70 1.28 2.69
C9 4.50 0.74 2.26
C10 2.70 3.19 2.70
C11 2.35 0.71 4.47
O3 -2.54 -1.08 0.81
C12 -3.83 -1.62 0.58
Br1 -4.99 -0.04 1.13
C13 -4.30 -1.84 -0.89
C14 -3.98 -2.92 -1.70
C15 -4.00 -2.81 1.67
N1 -4.60 -2.12 2.86
C16 -4.54 -2.81 3.89
O4 -4.16 -3.39 4.82
B1 -5.03 -4.01 1.39
O5 -6.16 -3.91 0.51
O6 -4.84 -5.29 2.01
C17 -6.07 -5.60 2.71
C18 -5.85 -6.37 4.06
O7 -2.70 -3.37 1.80
H1 -1.64 -1.49 5.51
H2 0.93 -3.24 1.25
H3 0.32 -3.15 2.95
H4 0.62 -5.48 2.39
H5 -1.16 -5.32 2.43
H6 -1.12 -6.23 0.18
H7 -0.01 -4.82 -0.40
H8 1.94 -5.96 0.58
H9 1.18 -6.98 -0.76
H10 1.70 -7.60 1.83
H11 0.64 -1.39 0.10
H12 -0.63 -0.14 0.29
H13 -0.03 0.46 2.64
H14 1.14 -1.02 2.70
H15 4.61 0.86 1.14
H16 5.23 1.44 2.74
H17 4.67 -0.34 2.51
H18 2.49 3.54 3.76
H19 3.75 3.54 2.46
H20 2.00 3.67 1.96
H21 2.64 1.48 5.24
H22 2.91 -0.25 4.69
H23 1.26 0.46 4.66
H24 -4.92 -1.02 -1.36
H25 -4.25 -3.96 -1.36
H26 -3.41 -2.83 -2.67
H27 -6.95 -3.64 1.01
H28 -6.69 -4.67 2.93
H29 -6.70 -6.25 2.02
H30 -5.37 -5.72 4.85
H31 -6.88 -6.64 4.45
H32 -5.26 -7.32 3.92
C19 6.55 10.64 0.81
C20 6.85 9.29 1.00
C21 5.87 8.42 1.44
C22 4.58 8.89 1.71
C23 4.29 10.24 1.55
C24 5.27 11.11 1.08
C25 2.94 10.77 1.88
O8 2.68 11.95 1.73
C26 1.92 9.83 2.40
C27 0.66 10.31 2.77
C28 -0.31 9.44 3.24
C29 -0.03 8.08 3.34
C30 1.22 7.59 2.98
C31 2.20 8.47 2.52
C32 3.54 7.94 2.17
O9 3.78 6.75 2.26
H33 7.31 11.32 0.45
H34 7.85 8.93 0.79
H35 6.10 7.37 1.58
H36 5.05 12.16 0.94
H37 0.44 11.37 2.69
H38 -1.28 9.82 3.53
H39 -0.79 7.40 3.71
H40 1.43 6.53 3.07
C33 -0.17 -2.13 -10.82
C34 -1.35 -1.49 -10.44
C35 -1.73 -1.45 -9.11
C36 -0.93 -2.07 -8.14
C37 0.24 -2.73 -8.52
C38 0.62 -2.75 -9.86
C39 1.07 -3.42 -7.50
O10 2.09 -4.00 -7.83
C40 0.62 -3.42 -6.09
C41 1.36 -4.11 -5.13
C42 0.96 -4.10 -3.81
C43 -0.17 -3.39 -3.42
C44 -0.91 -2.69 -4.37
C45 -0.52 -2.72 -5.71
C46 -1.34 -2.00 -6.72
O11 -2.33 -1.38 -6.38
H41 0.13 -2.16 -11.86
H42 -1.97 -1.02 -11.20
H43 -2.64 -0.95 -8.83
H44 1.54 -3.25 -10.15
H45 2.24 -4.67 -5.43
H46 1.53 -4.65 -3.07
H47 -0.48 -3.37 -2.38
H48 -1.79 -2.14 -4.06

Calculated values
Charge   -1
DFT total energy   -5993.6943 Ha
Gap between HOMO and LUMO   5.822 eV
LUMO   0.2 eV

Atom charges from the Mulliken analysis, given in e for atoms 1 to 99: -0.3465, -1.2095, 2.5824, -0.1184, -0.9095, -0.6207, 0.5119, -0.8299, -0.5431, -1.1489, -0.1298, -0.3568, 0.6271, -1.0960, -1.0756, -1.0115, -0.5650, 0.1261, -0.2502, -0.3320, -0.5780, 1.0207, -0.7178, 0.5111, -0.4629, 0.5999, -0.6456, -0.4372, -0.2819, -1.1104, -0.4769, 0.4194, 0.3758, 0.4220, 0.4885, -0.0028, 0.3401, -0.5010, 0.3543, 0.3061, 0.3339, 0.1807, 0.2573, 0.3190, 0.1616, 0.2747, 0.3145, 0.2881, 0.3085, 0.2848, 0.2785, 0.3897, 0.2533, 0.2610, 0.3238, 0.1578, 0.0456, 0.2869, 0.2603, 0.3540, 0.2032, 0.3544, 0.2644, -0.4442, -0.4902, -0.5007, 0.1455, 0.1787, -0.5718, 0.5644, -0.6833, 0.4228, -0.6799, -0.3841, -0.6420, -0.4117, 0.0843, 0.4540, -0.6565, 0.3882, 0.3975, 0.4809, 0.4551, 0.4567, 0.3852, 0.4263, 0.6236, -0.4486, -0.4600, -0.5101, 0.2197, 0.1237, -0.5600, 0.7207, -0.6915, 0.1801, -0.7829, -0.5390, -0.1141